Entry 1:
ORCA calculation (ωB97M-V with the def2-TZVPD basis set) on a cluster of 3 separate species, C26H48F2NO7 in total.

Each line ends with the Mulliken charge.
CARTESIAN COORDINATES (ANGSTROEM)
1 F -1.023 4.160 -2.420  -0.41
2 F 2.017 5.733 -0.100  -0.42
3 O 0.699 -5.439 -0.745  -0.35
4 O 2.173 -1.012 -0.040  -0.51
5 O 3.562 -4.971 -1.284  -0.43
6 O 1.412 -0.474 1.994  -0.51
7 O -7.868 -2.582 0.855  -0.38
8 O -5.301 -1.292 0.226  -0.22
9 O -0.792 -1.890 0.518  -0.44
10 N 0.784 3.596 -0.705  0.31
11 C -4.934 -2.443 -0.517  -0.86
12 C 1.684 -0.233 0.692  -0.57
13 C 1.321 1.147 0.220  0.89
14 C 0.943 -6.836 -0.725  -0.78
15 C -1.396 3.113 -1.592  -0.04
16 C -6.581 -0.782 -0.130  -0.56
17 C -7.252 -3.266 1.932  -0.64
18 C 3.698 4.764 -1.466  -0.93
19 C -0.962 0.279 -0.606  -1.03
20 C -7.643 -1.183 0.869  -0.54
21 C 3.324 -5.193 -2.661  -0.71
22 C -2.552 3.514 -0.667  -0.56
23 C 3.597 1.822 1.101  0.83
24 C 2.674 -4.029 -0.701  -0.11
25 C 3.422 3.763 -2.583  -1.06
26 C -0.157 2.655 -0.868  0.04
27 C 0.076 1.360 -0.403  0.43
28 C 3.715 1.923 3.686  -1.21
29 C 1.576 -4.701 0.093  -0.49
30 C 4.816 1.832 0.160  -1.67
31 C 3.811 2.699 2.362  -0.82
32 C -2.222 3.559 0.831  -1.02
33 C -1.313 -0.563 0.638  -1.26
34 C 2.853 4.619 -0.171  0.26
35 C 1.982 3.401 -0.132  0.12
36 C 2.300 2.143 0.383  0.10
37 H 3.906 -6.064 -2.960  0.26
38 H 0.977 -3.928 0.585  0.32
39 H -2.952 4.481 -0.955  0.43
40 H -1.710 2.298 -2.237  0.57
41 H 2.217 -0.792 2.428  0.43
42 H 2.462 3.932 -3.065  0.26
43 H -8.584 -0.699 0.591  0.38
44 H -1.958 2.587 1.236  0.20
45 H -2.389 -0.655 0.782  0.36
46 H 4.560 1.346 -0.777  0.29
47 H 4.818 3.111 2.299  0.43
48 H -5.726 -3.193 -0.537  0.41
49 H -4.055 -2.877 -0.040  0.24
50 H -4.676 -2.164 -1.546  0.32
51 H 2.001 -7.062 -0.873  0.33
52 H 3.051 1.069 3.591  0.15
53 H 0.371 -7.282 -1.537  0.27
54 H 2.268 -5.390 -2.862  0.31
55 H 4.165 3.923 -3.362  0.43
56 H -0.868 -0.175 1.545  0.42
57 H 2.006 -5.343 0.867  0.32
58 H -7.309 -4.332 1.720  0.24
59 H 3.475 5.752 -1.860  0.47
60 H -6.503 0.310 -0.144  0.32
61 H -1.895 0.687 -0.976  0.26
62 H 4.749 4.790 -1.204  0.40
63 H -7.784 -3.066 2.868  0.33
64 H 0.584 4.527 -1.065  0.45
65 H 3.550 0.800 1.459  0.52
66 H 2.242 -3.378 -1.467  0.26
67 H 0.606 -7.270 0.221  0.30
68 H -3.355 2.792 -0.798  0.26
69 H 5.212 2.827 0.001  0.32
70 H 3.304 2.579 4.447  0.39
71 H 3.654 -4.332 -3.253  0.31
72 H -6.862 -1.114 -1.133  0.38
73 H -7.371 -0.843 1.873  0.33
74 H -0.595 -0.366 -1.405  0.51
75 H 3.264 -3.406 -0.025  0.18
76 H -3.111 3.881 1.365  0.45
77 H 3.513 4.678 0.685  0.38
78 H -6.203 -2.984 2.044  0.23
79 H 4.687 1.608 4.047  0.34
80 H -0.981 -2.230 -0.361  0.37
81 H -1.451 4.302 1.026  0.26
82 H 3.149 3.557 2.394  0.39
83 H 5.565 1.188 0.610  0.47
84 H 3.535 2.728 -2.286  0.24

Its frontier orbital gap is 6.8 eV. Its charge is +1. The LUMO energy comes out at -3.96 eV. For the calculated total energy, the calculation gives -48989.6580 eV. The highest occupied orbital energy is -10.8 eV.

=====

Entry 2:
ORCA calculation (ωB97M-V with the def2-TZVPD basis set) on a cluster of 2 separate species, C26H49BNO9 in total.

Each line ends with the Mulliken charge.
CARTESIAN COORDINATES (ANGSTROEM)
1 O -4.381 -4.048 -1.328  -0.56
2 O -3.189 3.520 -1.524  -0.60
3 O 3.245 2.350 -0.100  -0.10
4 O 4.842 -0.904 0.561  -0.14
5 O -2.780 -4.080 -2.931  -0.39
6 O 3.103 -1.341 1.920  -0.46
7 O 5.212 -1.570 2.647  -0.36
8 O -3.748 3.276 0.665  -0.42
9 O 1.133 2.458 1.956  -0.92
10 N 0.119 -1.341 -0.482  0.19
11 C -2.793 -2.664 -3.230  -0.51
12 C -0.740 -1.123 -2.906  -0.56
13 C 6.252 -0.729 0.782  -0.39
14 C -1.411 -2.240 -3.731  -1.22
15 C -6.477 2.931 -0.299  -1.24
16 C 1.413 0.718 3.772  -0.22
17 C 0.346 -1.627 -1.938  -0.69
18 C -3.408 2.075 1.343  -1.00
19 C -1.888 1.862 1.294  -0.49
20 C -5.266 2.368 -1.038  -0.23
21 C -2.112 -0.406 0.266  -0.94
22 C -3.986 3.081 -0.691  0.76
23 C 0.665 -0.024 0.039  0.83
24 C 0.493 1.161 -0.893  -0.94
25 C 4.279 -1.278 1.729  0.51
26 C 0.224 0.144 4.563  -1.29
27 C -1.288 -1.628 -0.046  -0.87
28 C 1.506 1.349 -2.048  -1.64
29 C 4.182 2.882 0.823  -0.97
30 C -3.277 -4.408 -1.699  0.74
31 C 0.053 0.167 1.446  -1.28
32 C 2.927 0.792 -1.899  -0.45
33 C -1.481 0.408 1.435  0.01
34 C 3.885 1.717 -1.183  -1.00
35 C 6.491 -1.604 1.995  -0.49
36 C -2.368 -5.252 -0.857  -0.94
37 B 0.885 1.182 2.337  1.16
38 H -7.389 2.541 -0.738  0.40
39 H -0.243 -0.487 -3.630  0.33
40 H -0.292 -0.655 4.035  0.17
41 H 4.779 1.175 -0.878  0.35
42 H 4.489 2.098 1.517  0.24
43 H 1.783 2.864 2.529  0.29
44 H 2.973 -0.207 -1.470  0.34
45 H 6.446 0.326 0.981  0.28
46 H -0.491 1.092 -1.353  -0.03
47 H -1.214 -2.185 0.884  0.73
48 H -1.480 2.494 2.077  0.45
49 H 5.065 3.241 0.294  0.48
50 H -1.556 2.289 0.353  0.03
51 H -5.162 1.324 -0.745  0.12
52 H -3.123 -2.099 -2.365  0.46
53 H 3.740 3.732 1.327  0.21
54 H 6.817 -1.039 -0.092  0.38
55 H -1.911 -0.013 2.342  0.78
56 H 1.733 1.604 4.322  0.35
57 H 0.677 -2.041 0.000  0.55
58 H -1.488 -0.499 -2.432  0.45
59 H -6.469 2.672 0.752  0.27
60 H -6.516 4.011 -0.403  0.34
61 H -5.380 2.419 -2.112  0.41
62 H 0.209 -0.792 1.944  0.32
63 H 1.718 -0.204 0.228  0.27
64 H -1.517 -1.858 -4.741  0.42
65 H -1.345 -4.886 -0.890  0.22
66 H -3.504 -2.549 -4.039  0.41
67 H -3.068 -0.785 0.617  0.93
68 H -0.511 0.931 4.716  0.37
69 H -2.355 -6.269 -1.233  0.35
70 H 3.327 0.674 -2.905  0.35
71 H -2.713 -5.212 0.167  0.33
72 H 1.606 2.419 -2.205  0.59
73 H 0.512 -0.246 5.534  0.41
74 H 2.240 0.020 3.706  0.15
75 H -3.973 1.213 0.995  0.47
76 H 0.456 2.075 -0.319  1.02
77 H 0.378 -2.710 -2.022  0.96
78 H -1.766 -2.307 -0.740  -0.33
79 H 1.106 0.970 -2.983  0.26
80 H 4.228 2.480 -1.891  0.47
81 H 1.317 -1.270 -2.250  0.14
82 H -3.691 2.217 2.383  0.38
83 H 6.721 -2.636 1.730  0.29
84 H -0.763 -3.107 -3.806  0.51
85 H 7.266 -1.224 2.654  0.32
86 H -2.327 0.223 -0.593  0.07

Its frontier orbital gap is 9.9 eV. Its charge is +1. The LUMO energy comes out at -2.34 eV. For the calculated total energy, the calculation gives -48345.8277 eV. The highest occupied orbital energy is -12.3 eV.

=====

Entry 3:
ORCA calculation (ωB97M-V with the def2-TZVPD basis set) on an isolated molecule of C26H49BrClO5PS.

Each line ends with the Mulliken charge.
CARTESIAN COORDINATES (ANGSTROEM)
1 Br 4.475 2.107 -0.674  -0.05
2 Cl 2.748 2.335 6.036  -0.24
3 S 4.102 -1.001 -0.404  1.42
4 P 0.018 -0.058 2.538  0.48
5 O 0.000 1.456 3.470  -0.49
6 O 4.201 -1.610 -1.856  -0.69
7 O 0.873 4.934 -2.647  -0.39
8 O 3.217 -2.123 0.516  -0.46
9 O 5.555 -0.819 0.144  -0.67
10 C 3.221 1.714 4.314  -0.18
11 C -0.350 3.243 -4.243  -0.83
12 C -1.525 1.959 -0.666  0.08
13 C -0.704 -4.176 -0.346  -0.10
14 C 0.286 -3.858 -1.614  -0.94
15 C -2.477 -2.831 -1.816  0.69
16 C 2.217 0.931 0.852  -0.81
17 C -2.246 -4.235 -0.953  -0.84
18 C -0.433 -1.363 3.876  -0.90
19 C 1.044 -3.002 1.348  -1.26
20 C 3.133 0.586 -0.457  -0.29
21 C 1.804 -1.662 0.730  0.00
22 C -4.535 -1.352 -0.818  0.70
23 C -5.264 0.051 -1.326  -0.68
24 C -4.063 -2.414 -1.770  -1.17
25 C 2.944 -0.630 2.859  -0.32
26 C -0.065 1.212 -0.699  2.05
27 C -1.449 2.362 -3.404  -0.38
28 C -0.533 -3.131 0.917  0.21
29 C 1.742 -0.346 1.762  1.01
30 C 0.988 3.675 -3.398  0.25
31 C 2.803 0.123 4.292  -0.89
32 C -4.401 -1.529 0.826  -0.68
33 C -1.832 2.958 -1.927  -0.60
34 C 1.026 1.928 0.333  -0.32
35 C 2.036 5.158 -1.761  -0.48
36 H -1.807 -1.952 -1.418  -0.61
37 H 3.026 4.641 -2.122  0.21
38 H -5.616 -0.017 -2.443  0.30
39 H 4.003 -0.336 2.405  0.20
40 H 2.235 6.335 -1.788  0.26
41 H -1.207 -2.127 3.431  0.26
42 H 1.573 2.744 -0.350  -0.79
43 H 1.826 4.910 -0.624  0.17
44 H -1.369 4.014 -1.683  0.31
45 H 1.239 -3.135 2.513  0.23
46 H -0.452 -5.255 0.092  0.25
47 H 1.846 3.853 -4.209  0.36
48 H 3.579 -0.412 5.028  0.42
49 H -1.096 -3.638 1.840  0.14
50 H -0.999 -0.826 4.779  0.39
51 H 0.028 2.544 -5.131  0.31
52 H 2.594 2.378 3.572  0.11
53 H -3.014 3.129 -1.934  0.36
54 H -0.795 4.229 -4.730  0.29
55 H 1.261 -1.456 -0.298  -0.09
56 H -2.440 2.343 -4.066  0.34
57 H 2.911 1.599 1.559  0.39
58 H 2.532 0.586 -1.489  0.35
59 H -6.201 0.191 -0.602  0.30
60 H -1.098 1.238 -3.338  0.19
61 H -3.792 -0.608 1.229  0.07
62 H -0.032 -4.577 -2.509  0.40
63 H -4.546 0.947 -1.094  0.06
64 H 0.505 -1.967 4.235  0.27
65 H -1.539 2.625 0.324  0.23
66 H 2.941 -1.802 3.088  0.30
67 H -2.240 -5.103 -1.752  0.41
68 H 1.767 0.040 4.827  0.27
69 H -5.511 -1.463 1.240  0.41
70 H -0.266 0.094 -0.335  -1.60
71 H 1.602 -3.929 0.844  0.53
72 H 0.432 1.133 -1.755  0.07
73 H -2.184 -2.968 -2.963  0.35
74 H 0.485 2.545 1.166  0.48
75 H -3.933 -2.562 1.147  0.12
76 H 1.389 -4.189 -1.314  0.33
77 H -1.005 -2.071 0.723  -0.16
78 H -3.068 -4.414 -0.137  0.27
79 H 0.309 -2.724 -1.934  0.06
80 H -4.873 -2.945 -2.453  0.24
81 H -2.418 1.185 -0.528  -0.51
82 H -0.918 1.885 3.386  0.33
83 H 4.380 1.839 4.213  0.39
84 H 1.404 2.856 -2.672  -0.21

Its frontier orbital gap is 7.1 eV. Its SMILES is COCCCCCCC[C@@H]1[C@@H](Br)S(=O)(=O)O[C@@H](CC[C@H](C)CCC=C(C)C)[C@]1(CCCCl)P(C)O. The LUMO energy comes out at -0.40 eV. For the calculated total energy, the calculation gives -140667.3822 eV. The highest occupied orbital energy is -7.5 eV.

=====

Entry 4:
ORCA calculation (ωB97M-V with the def2-TZVPD basis set) on a structure of composition C26H49CuNO4Si2.

Each line ends with the Mulliken charge.
CARTESIAN COORDINATES (ANGSTROEM)
1 Cu -1.379 -0.500 -0.992  -0.47
2 Si -4.173 -0.254 -0.299  0.20
3 Si 4.583 0.540 -0.928  0.53
4 O 0.901 1.436 -6.073  -0.29
5 O 0.655 2.864 -0.131  -0.72
6 O -0.675 1.292 -1.061  -0.23
7 O -1.681 -1.349 -2.847  0.28
8 N -0.043 -0.249 1.150  0.42
9 C 0.236 -2.397 2.046  -0.21
10 C -2.051 -0.392 -3.861  0.14
11 C 2.627 0.522 -7.494  -1.32
12 C 2.276 1.168 -6.173  -0.05
13 C 0.593 0.980 3.613  -0.81
14 C -1.185 -3.737 -3.182  -1.35
15 C 6.190 0.241 -1.880  -1.20
16 C -1.920 -0.812 -5.320  -1.60
17 C -0.895 2.904 -5.528  -1.11
18 C 0.216 -1.011 2.240  -0.27
19 C -0.008 1.817 -0.068  0.08
20 C -3.898 1.325 -1.312  -0.74
21 C -5.682 -1.123 -1.019  -1.15
22 C 0.380 1.734 2.476  -0.68
23 C 3.608 -1.031 -1.432  -0.88
24 C 4.855 0.715 0.901  -1.08
25 C 0.578 -0.431 3.508  1.13
26 C 1.142 -2.680 4.280  -0.62
27 C 0.051 1.068 1.256  0.75
28 C 3.890 2.215 -1.510  -0.60
29 C -4.445 0.324 1.455  -1.02
30 C 0.543 2.524 -5.253  -0.15
31 C -2.822 -1.563 -0.240  -0.40
32 C 0.745 -3.238 3.023  -0.72
33 C -0.658 -2.326 -3.236  0.02
34 C 1.014 -1.309 4.517  -0.80
35 H -3.090 -0.092 -3.675  -0.05
36 H 4.524 -1.507 -1.888  0.33
37 H 6.131 0.548 -2.933  0.29
38 H 1.563 -3.311 5.047  0.40
39 H 5.898 0.970 1.123  0.34
40 H 1.296 -0.858 5.474  0.36
41 H -0.928 -0.591 -5.733  0.32
42 H -3.019 1.866 -0.925  0.16
43 H 4.680 2.999 -1.488  0.31
44 H 6.990 0.834 -1.420  0.33
45 H -5.179 1.142 1.456  0.32
46 H 0.850 -4.286 2.849  0.46
47 H -3.498 0.676 1.888  0.24
48 H -2.062 -3.934 -3.797  0.29
49 H 0.054 -2.155 -2.442  -0.04
50 H -1.073 3.124 -6.583  0.35
51 H -1.100 3.795 -4.937  0.38
52 H -0.189 -2.057 -4.188  0.48
53 H 6.496 -0.819 -1.853  0.37
54 H -4.840 -0.516 2.043  0.28
55 H 2.483 0.469 -5.355  0.11
56 H 3.309 -1.731 -0.631  0.35
57 H -4.791 1.976 -1.253  0.47
58 H -6.586 -0.654 -0.603  0.31
59 H -1.473 -3.973 -2.150  0.27
60 H 2.897 2.061 -6.066  0.39
61 H -3.722 1.099 -2.375  0.10
62 H 4.186 1.497 1.271  0.27
63 H 3.025 2.536 -0.884  0.15
64 H -2.159 -1.856 -5.537  0.42
65 H -5.686 -1.010 -2.113  0.30
66 H 1.148 3.425 -5.423  0.43
67 H 2.820 -0.937 -2.180  0.11
68 H -0.379 -4.377 -3.502  0.45
69 H -2.619 -0.205 -5.911  0.46
70 H -0.124 -2.797 1.107  0.31
71 H 0.857 1.427 4.571  0.40
72 H 2.082 -0.405 -7.660  0.30
73 H 0.654 2.222 -4.203  0.19
74 H 4.644 -0.225 1.409  0.35
75 H -1.427 0.503 -3.689  0.24
76 H 0.443 2.817 2.471  0.50
77 H -3.051 -2.470 -0.872  0.41
78 H -1.584 2.110 -5.244  0.11
79 H 2.464 1.190 -8.341  0.30
80 H -2.447 -1.855 0.764  0.50
81 H 3.691 0.305 -7.426  0.40
82 H 3.553 2.110 -2.556  0.05
83 H -5.676 -2.195 -0.771  0.33

Its frontier orbital gap (alpha / beta) is 8.1 / 8.1 eV. The spin multiplicity is 2. The LUMO energy (alpha / beta) comes out at -0.12 / -0.76 eV. For the calculated total energy, the calculation gives -97832.1255 eV. The highest occupied orbital energy (alpha / beta) is -8.2 / -8.9 eV.

=====

Entry 5:
ORCA calculation (ωB97M-V with the def2-TZVPD basis set) on a structure of composition C26H49FN3NbP.

Each line ends with the Mulliken charge.
CARTESIAN COORDINATES (ANGSTROEM)
1 Nb 3.783 2.345 -0.891  -0.48
2 P 4.338 -0.177 -0.654  0.17
3 F 2.279 3.363 3.157  -0.39
4 N 5.013 2.814 -2.497  -0.70
5 N 6.459 -2.646 3.040  -0.39
6 N -7.093 -0.677 -1.421  -0.23
7 C -2.661 -0.826 1.939  -1.40
8 C -8.375 -0.737 -1.072  -0.12
9 C 3.177 -1.152 -1.740  -0.92
10 C -1.900 -0.499 -0.491  -0.37
11 C -0.277 2.234 -1.199  0.45
12 C 4.004 -0.878 1.040  -0.28
13 C -6.803 -0.784 -2.715  0.02
14 C 6.574 -4.403 4.661  -0.41
15 C 2.460 2.307 0.968  -0.24
16 C -4.120 -0.431 1.671  -0.49
17 C 7.295 -3.338 2.273  -0.13
18 C -9.095 -1.017 -3.326  -0.12
19 C 6.109 -3.176 4.208  -0.21
20 C -7.763 -0.954 -3.703  -0.69
21 C -1.626 -0.199 0.998  -0.65
22 C 7.814 -4.575 2.632  -0.49
23 C -1.141 1.354 -2.107  -0.87
24 C -2.312 0.713 -1.350  -0.13
25 C 1.755 -1.374 -1.203  -0.78
26 C 3.172 2.738 2.225  -0.32
27 C -4.398 1.081 1.600  -0.46
28 C 7.446 -5.117 3.853  -0.14
29 C 2.035 2.178 -2.354  -0.67
30 C 0.803 3.033 -1.935  -1.06
31 C -5.465 1.446 0.560  -1.06
32 C -9.410 -0.906 -1.980  -0.62
33 H 6.257 -4.786 5.621  0.34
34 H 7.830 -6.079 4.169  0.35
35 H 5.308 2.539 0.164  0.01
36 H 4.909 -1.363 1.413  -0.03
37 H 1.114 3.881 -1.318  0.38
38 H 1.640 -2.362 -0.746  0.51
39 H -2.661 -1.283 -0.577  0.72
40 H -3.062 0.385 -2.080  -0.17
41 H -5.383 0.811 -0.323  0.10
42 H 4.546 2.935 -3.388  0.18
43 H 3.741 -0.092 1.749  -0.01
44 H -6.472 1.297 0.965  0.32
45 H -2.407 -0.602 2.983  0.40
46 H 0.330 3.447 -2.840  0.44
47 H 3.602 1.889 2.765  0.16
48 H -4.480 -0.924 0.759  0.21
49 H -7.468 -1.033 -4.741  0.36
50 H 3.575 4.148 -0.577  -0.02
51 H -5.383 2.489 0.242  0.38
52 H 7.557 -2.880 1.325  0.38
53 H -3.484 1.644 1.400  0.26
54 H -4.748 1.411 2.585  0.50
55 H -4.729 -0.844 2.485  0.47
56 H 5.668 3.577 -2.378  0.18
57 H 3.130 -0.591 -2.680  0.39
58 H 1.630 3.013 0.840  0.51
59 H 5.421 -2.591 4.808  0.35
60 H -8.583 -0.642 -0.011  0.36
61 H 2.386 2.555 -3.327  0.58
62 H -2.580 -1.916 1.833  0.39
63 H -0.641 -0.592 1.271  0.31
64 H -1.529 1.972 -2.925  0.37
65 H -0.944 2.921 -0.659  0.39
66 H -1.561 0.881 1.160  0.55
67 H -2.787 1.476 -0.720  0.20
68 H 1.021 -1.322 -2.015  0.39
69 H 2.036 1.301 1.096  -0.03
70 H 3.961 3.468 2.046  0.24
71 H -10.435 -0.948 -1.638  0.35
72 H 3.652 -2.112 -1.967  0.50
73 H 0.197 1.606 -0.436  -0.40
74 H -5.751 -0.730 -2.973  0.31
75 H -0.987 -0.911 -0.930  -0.05
76 H 1.483 -0.611 -0.469  -0.06
77 H 8.490 -5.096 1.967  0.34
78 H 3.218 -1.637 1.016  0.27
79 H 1.688 1.152 -2.537  -0.11
80 H -0.515 0.560 -2.531  0.25
81 H -9.874 -1.148 -4.066  0.36

As for the energy above the lowest of the compared OMol25 structures with the same formula, charge and spin: 10.8 kJ/mol. Its frontier orbital gap is 5.7 eV. Its charge is -1. The LUMO energy comes out at 2.12 eV. For the calculated total energy, the calculation gives -45780.2752 eV. The highest occupied orbital energy is -3.5 eV.